# 1
ORCA calculation (the ωB97M-V functional and the def2-TZVPD basis) on an isolated ion of composition C14H19N2O and charge +1 in a non-equilibrium geometry.

```
36
C14H19N2O | the Open Molecules 2025 dataset | the ωB97M-V functional and the def2-TZVPD basis
C -0.258 -0.823 -4.514
C -1.668 -1.493 -4.420
C -2.437 -1.248 -3.144
C -2.721 0.224 -2.757
O -2.832 0.299 -1.282
C -1.832 0.447 -0.360
C -0.494 0.420 -0.706
C 0.423 0.411 0.405
C -0.052 0.502 1.713
C 0.995 0.366 2.790
C 0.832 0.150 4.110
C 2.244 0.408 4.671
N 3.069 0.754 3.748
C 4.564 0.778 3.784
N 2.360 0.651 2.503
C -1.437 0.569 1.974
C -2.268 0.577 0.993
H 0.501 -1.212 -3.762
H 0.088 -0.868 -5.548
H -0.341 0.269 -4.400
H -1.484 -2.556 -4.442
H -2.353 -1.180 -5.274
H -1.853 -1.742 -2.303
H -3.454 -1.684 -3.267
H -1.907 0.783 -3.104
H -3.713 0.499 -3.083
H -0.246 0.175 -1.740
H 1.513 0.223 0.188
H -0.099 -0.100 4.588
H 2.520 0.328 5.714
H 4.965 -0.228 3.786
H 4.910 1.478 4.577
H 4.810 1.201 2.807
H 2.855 0.405 1.601
H -1.880 0.598 2.988
H -3.320 0.620 1.164
```

For the relative energy (zero: lowest compared OMol25 entry of this formula, charge and spin), the calculation gives 266.5 kJ/mol. The SMILES is CCCCOc1ccc(-c2cc[n+](C)[nH]2)cc1. Its total charge is +1. Its HOMO-LUMO gap is 7.75 eV. For the HOMO energy, the calculation gives -11.330 eV.

=====

# 2
ORCA calculation (the ωB97M-V functional and the def2-TZVPD basis) on an isolated ion of composition C14H19N2O and charge +1 in a non-equilibrium geometry.

```
36
C14H19N2O | the Open Molecules 2025 dataset | the ωB97M-V functional and the def2-TZVPD basis
C 0.155 6.188 -1.039
C -0.593 4.888 -1.259
C -0.507 3.891 -0.040
C 0.891 3.255 0.078
O 1.075 2.349 1.158
C 0.782 1.023 0.963
C 0.097 0.523 -0.150
C -0.096 -0.873 -0.260
C 0.449 -1.780 0.652
C 0.144 -3.208 0.558
C 0.812 -4.268 1.116
C 0.126 -5.513 0.750
N -0.868 -5.181 -0.063
C -1.559 -6.000 -1.075
N -0.936 -3.758 -0.141
C 1.182 -1.250 1.751
C 1.329 0.147 1.901
H 0.138 6.769 -1.961
H -0.380 6.823 -0.337
H 1.202 6.071 -0.724
H -1.640 5.152 -1.427
H -0.186 4.385 -2.133
H -0.608 4.483 0.891
H -1.273 3.099 -0.101
H 1.608 4.051 0.216
H 1.147 2.726 -0.887
H -0.344 1.163 -0.909
H -0.661 -1.214 -1.117
H 1.715 -4.200 1.730
H 0.415 -6.531 0.930
H -2.150 -6.832 -0.637
H -2.237 -5.410 -1.708
H -0.812 -6.445 -1.749
H -1.807 -3.202 -0.254
H 1.555 -1.907 2.506
H 1.836 0.586 2.772
```

For the relative energy (zero: lowest compared OMol25 entry of this formula, charge and spin), the calculation gives 136.1 kJ/mol. The SMILES is CCCCOc1ccc(-c2cc[n+](C)[nH]2)cc1. Its total charge is +1. Its HOMO-LUMO gap is 7.81 eV. For the HOMO energy, the calculation gives -11.652 eV.

=====

# 3
ORCA calculation (the ωB97M-V functional and the def2-TZVPD basis) on C14H19N3O8P2Se2V as an isolated structure in a non-equilibrium geometry.

```
49
C14H19N3O8P2Se2V | the Open Molecules 2025 dataset | the ωB97M-V functional and the def2-TZVPD basis
V -0.221 -0.231 -0.377
N 2.393 -1.133 3.172
C 2.027 0.164 2.470
C 2.477 1.371 3.270
P 2.834 0.174 0.768
O 3.685 -1.208 0.954
O 3.704 1.347 0.620
O 1.772 -0.053 -0.287
P 0.199 0.009 2.227
O -0.295 0.337 3.714
O -0.444 0.949 1.240
O 0.043 -1.441 1.881
H 3.308 -1.461 2.846
H 1.670 -1.821 2.865
H 2.370 -1.030 4.185
H 3.565 1.403 3.342
H 2.035 1.372 4.268
H 2.167 2.280 2.757
H 4.399 -1.241 0.297
H -1.195 0.690 3.782
Se -2.730 1.689 -2.480
Se -3.400 1.308 -0.337
C -3.272 -0.616 -0.304
C -4.433 -1.363 -0.431
C -4.363 -2.740 -0.306
C -3.139 -3.311 -0.002
C -2.024 -2.502 0.107
N -2.068 -1.170 -0.085
C -0.986 2.415 -2.110
C -0.733 3.628 -2.741
C 0.427 4.319 -2.453
C 1.273 3.795 -1.494
C 0.952 2.585 -0.910
N -0.132 1.863 -1.231
H -5.367 -0.856 -0.621
H -5.247 -3.351 -0.424
H -3.038 -4.376 0.151
H -1.068 -2.927 0.359
H -1.467 4.028 -3.426
H 0.645 5.266 -2.927
H 2.176 4.304 -1.191
H 1.617 2.197 -0.168
C 0.030 -2.473 -3.554
C -0.088 -1.646 -2.315
O 0.365 -2.029 -1.205
O -0.654 -0.511 -2.322
H 0.064 -3.527 -3.289
H 0.964 -2.215 -4.055
H -0.798 -2.260 -4.226
```

For the relative energy (zero: lowest compared OMol25 entry of this formula, charge and spin), the calculation gives 35.2 kJ/mol. Its total charge is +1. Its HOMO-LUMO gap (spin up / spin down) is 8.25 / 8.18 eV. The spin multiplicity is 3. For the HOMO energy (spin up / spin down), the calculation gives -11.153 / -11.154 eV.

=====

# 4
ORCA calculation (the ωB97M-V functional and the def2-TZVPD basis) on C14H19N4O4PPdS5 as an isolated structure in a non-equilibrium geometry.

```
48
C14H19N4O4PPdS5 | the Open Molecules 2025 dataset | the ωB97M-V functional and the def2-TZVPD basis
Pd -1.188 0.945 0.219
S -0.923 1.271 2.369
C 0.834 1.011 2.688
C 1.360 1.324 3.917
C 2.727 1.137 4.139
C 3.284 1.444 5.407
N 3.734 1.684 6.436
C 3.531 0.655 3.097
C 2.983 0.348 1.856
C 1.619 0.501 1.644
S 0.875 0.058 0.141
C 4.927 0.473 3.295
N 6.055 0.312 3.432
H 0.734 1.715 4.706
H 3.623 -0.012 1.063
C -0.153 -3.256 1.992
P -1.238 -3.059 0.543
C -0.214 -3.499 -0.895
C -2.476 -4.383 0.678
O -1.819 -1.702 0.435
H 0.164 -4.288 2.127
H -0.695 -2.930 2.879
H 0.724 -2.623 1.863
H 0.095 -4.542 -0.877
H 0.669 -2.860 -0.910
H -0.798 -3.306 -1.794
H -2.014 -5.366 0.737
H -3.127 -4.340 -0.195
H -3.085 -4.215 1.565
C 1.242 1.759 -3.698
N 0.304 0.958 -2.948
C -1.014 0.920 -3.181
S -2.089 0.246 -2.060
N -1.461 1.439 -4.328
C -2.873 1.598 -4.617
H 2.222 1.656 -3.239
H 0.972 2.819 -3.688
H 1.324 1.410 -4.731
H 0.573 0.696 -2.009
H -0.820 1.981 -4.884
H -3.356 2.239 -3.877
H -3.372 0.630 -4.615
H -2.968 2.042 -5.605
O -2.832 2.367 0.213
S -1.874 3.475 -0.044
O -2.432 4.785 -0.004
O -0.966 3.149 -1.118
S -0.786 3.334 1.877
```

For the relative energy (zero: lowest compared OMol25 entry of this formula, charge and spin), the calculation gives 42.2 kJ/mol. Its HOMO-LUMO gap is 7.32 eV. For the HOMO energy, the calculation gives -8.658 eV.